Entry 1:
Density functional theory data (the ωB97M-V functional and the def2-TZVPD basis) for C8H5ClNO5Pd as an isolated structure in a non-equilibrium geometry.

Each line ends with the natural charge from an NBO analysis.
CARTESIAN COORDINATES (ANGSTROEM)
1 Pd -0.0328 -1.9091 0.0000  0.835
2 O 0.0282 4.1599 0.0000  -0.662
3 C -0.0176 2.7887 0.0000  0.341
4 C -1.2011 2.1040 0.0000  -0.308
5 C -1.1907 0.6891 0.0000  0.135
6 N 0.0378 0.0453 0.0000  -0.428
7 C 1.1771 0.7196 0.0000  0.113
8 C 1.2324 2.0890 0.0000  -0.262
9 C 2.3698 -0.2571 0.0000  0.744
10 O 3.5106 0.1641 0.0000  -0.664
11 O 2.0084 -1.4843 0.0000  -0.719
12 C -2.3072 -0.2243 0.0000  0.703
13 O -3.4838 0.1689 0.0000  -0.644
14 O -1.9658 -1.5135 0.0000  -0.712
15 H -0.8802 4.4831 0.0000  0.477
16 H -2.1583 2.6059 0.0000  0.232
17 H 2.1632 2.6219 0.0000  0.248
18 Cl 1.6735 -4.5202 0.0000  -0.130
19 C -0.0139 -3.9458 0.0000  -0.662
20 H -0.4753 -4.3922 0.8969  0.181
21 H -0.4753 -4.3922 -0.8969  0.181

Values from the calculation:
HOMO	-5.23	eV
total charge	-1
multiplicity	1



Entry 2:
Density functional theory data (the ωB97M-V functional and the def2-TZVPD basis) for a 2-piece molecular cluster, C8H5F2IN2 overall in a non-equilibrium geometry.

Each line ends with the natural charge from an NBO analysis.
CARTESIAN COORDINATES (ANGSTROEM)
1 C 2.6307 0.9557 -0.4048  -0.236
2 C 2.1666 0.1262 0.6393  -0.201
3 C 1.6817 1.2686 -1.3870  -0.191
4 C 0.8546 -0.2305 0.9175  -0.252
5 C -1.6940 0.3476 -1.4788  0.182
6 C 0.3719 0.8457 -1.1991  0.058
7 C -0.0343 0.1474 -0.0555  0.077
8 C -2.4819 -1.6542 1.3520  0.749
9 N -0.7342 1.0041 -2.0080  -0.453
10 N -1.3790 -0.1384 -0.2280  -0.456
11 F -3.7662 -1.5985 0.9834  -0.290
12 F -2.2284 -0.9661 2.4392  -0.289
13 I -1.4421 -3.5045 1.3325  0.296
14 H 3.5339 1.4380 -0.3436  0.211
15 H 2.8569 0.0080 1.4816  0.197
16 H 1.7780 2.1523 -2.0131  0.218
17 H 0.5375 -0.5604 1.7984  0.199
18 H -2.6520 0.3593 -1.8259  0.182

Values from the calculation:
relative energy (zero: lowest compared OMol25 entry of this formula, charge and spin)	32.87	kcal/mol
HOMO (spin up / spin down)	-8.05 / -8.05	eV
multiplicity	1



Entry 3:
Density functional theory data (the ωB97M-V functional and the def2-TZVPD basis) for C8H5I3 as an isolated structure in a non-equilibrium geometry.

Each line ends with the natural charge from an NBO analysis.
CARTESIAN COORDINATES (ANGSTROEM)
1 C -0.5124 1.4109 1.8506  -0.191
2 C 0.8642 1.2066 1.6567  -0.205
3 C -1.4312 1.1376 0.8726  -0.227
4 C 1.2926 0.3952 0.5932  -0.171
5 C -0.9761 0.4491 -0.2354  -0.159
6 C 0.3124 -0.0519 -0.3413  -0.138
7 C 0.6534 -0.9609 -1.4300  -0.202
8 C -0.0104 -2.0434 -1.8232  -0.339
9 I 2.5758 -0.6880 -2.4474  0.133
10 I 0.2841 -3.3233 -3.5711  0.215
11 I -1.7048 -2.8332 -0.7131  0.176
12 H -0.8264 1.9194 2.7968  0.215
13 H 1.5577 1.7789 2.4371  0.229
14 H -2.4788 1.2051 0.9730  0.223
15 H 2.2472 0.2703 0.3437  0.215
16 H -1.8472 0.1276 -0.9620  0.226

Values from the calculation:
relative energy (zero: lowest compared OMol25 entry of this formula, charge and spin)	0.00	kcal/mol
HOMO	-8.76	eV
multiplicity	1



Entry 4:
Density functional theory data (the ωB97M-V functional and the def2-TZVPD basis) for a 2-piece molecular cluster, C8H5N3O overall in a non-equilibrium geometry.

Each line ends with the natural charge from an NBO analysis.
CARTESIAN COORDINATES (ANGSTROEM)
1 C 4.7419 -0.5376 0.0117  0.418
2 C 3.3316 -0.3235 0.2608  -0.138
3 C 2.1609 -0.1230 0.4662  -0.089
4 C 5.5173 0.6895 -0.2415  0.177
5 C -1.8918 -0.9112 -0.1353  -0.013
6 C -3.2366 -1.2155 -0.3020  -0.010
7 C -3.7697 0.9505 -0.0144  -0.008
8 C -2.4249 1.2610 0.1555  -0.007
9 H 1.1063 0.0645 0.6401  0.269
10 H -1.1286 -1.6907 -0.1927  0.201
11 H -3.5470 -2.2382 -0.4741  0.203
12 H -4.5124 1.7233 0.0613  0.202
13 H -2.0999 2.2780 0.3499  0.203
14 N 6.1332 1.6502 -0.4412  -0.226
15 N -4.1884 -0.2891 -0.2474  -0.364
16 N -1.4666 0.3352 0.0992  -0.401
17 O 5.2748 -1.6233 0.0038  -0.418

Values from the calculation:
SMILES	C#CC(=O)C#N.c1cnccn1
relative energy (zero: lowest compared OMol25 entry of this formula, charge and spin)	67.24	kcal/mol
HOMO	-10.24	eV
multiplicity	1



Entry 5:
Density functional theory data (the ωB97M-V functional and the def2-TZVPD basis) for the molecule C8H5NS in a non-equilibrium geometry.

Each line ends with the natural charge from an NBO analysis.
CARTESIAN COORDINATES (ANGSTROEM)
1 C -1.7175 -1.5222 0.0595  -0.337
2 C -0.3969 -1.9814 0.1369  -0.363
3 C -2.2584 0.9803 -0.6995  -0.277
4 C -2.0666 -0.2628 -0.2633  0.189
5 C -0.9425 1.1254 -0.3186  -0.060
6 C 0.8331 -1.4242 -0.1751  -0.102
7 C 0.1946 1.0093 0.1913  0.154
8 C 2.4822 1.8330 0.7031  -0.091
9 N 1.3668 1.5842 0.1943  -0.342
10 S 2.2095 -1.4395 -0.9278  0.129
11 H -2.4874 -2.2617 0.3827  0.249
12 H -0.2026 -2.9262 0.5458  0.245
13 H -2.7985 1.4404 -1.4958  0.234
14 H 3.1021 2.3878 0.0066  0.196
15 H 2.6821 1.4576 1.6600  0.177

Values from the calculation:
relative energy (zero: lowest compared OMol25 entry of this formula, charge and spin)	116.16	kcal/mol
HOMO	-7.19	eV
multiplicity	1



Entry 6:
Density functional theory data (the ωB97M-V functional and the def2-TZVPD basis) for C8H5O3S as an isolated structure in a non-equilibrium geometry.

Each line ends with the natural charge from an NBO analysis.
CARTESIAN COORDINATES (ANGSTROEM)
1 C -0.3637 -0.8759 2.2604  -0.217
2 C -1.4367 -0.1150 1.8668  -0.217
3 C 1.3531 -0.8504 0.1205  -0.272
4 C 0.5293 -0.6582 -0.9921  0.366
5 C -0.6245 -0.9132 -0.0796  -0.012
6 C 1.0051 0.8681 -2.8797  -0.033
7 C 0.2759 -1.3650 1.0299  -0.323
8 C -1.5713 -0.1485 0.4475  -0.282
9 O 1.7525 1.7446 -2.0456  -0.713
10 O -0.0180 3.4889 -2.8010  -0.991
11 O 0.6235 -0.3848 -2.2739  -0.545
12 S 0.1995 2.2511 -2.0243  1.203
13 H 0.0002 -1.1227 3.2531  0.202
14 H -2.1534 0.5251 2.5539  0.200
15 H 2.3640 -0.3720 0.3426  0.218
16 H 0.4541 -2.4535 1.3427  0.199
17 H -2.3898 0.3812 -0.1210  0.217

Values from the calculation:
relative energy (zero: lowest compared OMol25 entry of this formula, charge and spin)	155.94	kcal/mol
HOMO	-3.43	eV
total charge	-1
multiplicity	1



Entry 7:
Density functional theory data (the ωB97M-V functional and the def2-TZVPD basis) for a 2-piece molecular cluster, C8H6B2ClN3O9 overall in a non-equilibrium geometry.

Each line ends with the natural charge from an NBO analysis.
CARTESIAN COORDINATES (ANGSTROEM)
1 N -2.6301 2.7091 3.1078  -1.101
2 B -2.6086 1.7919 1.9663  1.253
3 O -3.4886 1.8529 0.9554  -0.885
4 N -1.5089 0.7015 1.9911  -0.342
5 C -1.7814 -0.5683 2.2113  0.108
6 C -0.8750 -1.6006 2.2686  -0.171
7 C 0.4320 -1.2253 2.0250  0.005
8 Cl 1.6813 -2.3456 2.0210  0.175
9 C 0.6258 0.1453 1.7628  0.013
10 N -0.2615 1.0917 1.7569  -0.147
11 H -2.9606 2.1533 3.9040  0.395
12 H -1.6424 2.8564 3.3389  0.390
13 H -3.0895 2.1008 0.1094  0.538
14 H -2.8315 -0.8159 2.3589  0.238
15 H -1.1482 -2.6301 2.4476  0.271
16 H 1.6443 0.4542 1.5315  0.247
17 B 1.5755 -0.5162 -2.6064  1.147
18 O 1.9441 -1.9277 -2.3351  -0.625
19 C 1.0547 -2.4361 -1.5042  0.667
20 O 1.0516 -3.5519 -1.0638  -0.553
21 C 0.0281 -1.3592 -1.1716  0.683
22 O -0.9155 -1.4834 -0.4254  -0.636
23 O 0.3405 -0.2581 -1.8123  -0.631
24 O 2.6544 0.3996 -2.2026  -0.668
25 C 3.0327 1.0986 -3.2760  0.671
26 O 3.8898 1.9295 -3.2895  -0.530
27 C 2.1873 0.6535 -4.4579  0.669
28 O 2.2583 1.0712 -5.5734  -0.525
29 O 1.3416 -0.2908 -4.0381  -0.656

Values from the calculation:
HOMO	-9.40	eV
multiplicity	1



Entry 8:
Density functional theory data (the ωB97M-V functional and the def2-TZVPD basis) for C8H6Br2 as an isolated structure in a non-equilibrium geometry.

Each line ends with the natural charge from an NBO analysis.
CARTESIAN COORDINATES (ANGSTROEM)
1 C -2.2020 -0.0777 0.0689  -0.200
2 C -1.8591 0.0057 1.3989  -0.219
3 C -1.2660 0.0209 -0.9463  -0.223
4 C -0.5162 -0.1302 1.7892  -0.281
5 C 0.0708 0.0548 -0.5540  -0.058
6 C 0.3594 0.0024 0.7952  0.119
7 C 1.3837 0.1060 -1.3765  -0.549
8 C 2.3376 -0.0522 -0.2402  -0.220
9 Br 3.3713 1.5629 0.0052  0.085
10 Br 3.2792 -1.6215 0.0945  0.155
11 H -3.2860 -0.0688 -0.3289  0.217
12 H -2.4518 -0.0298 2.2758  0.223
13 H -1.6846 -0.0456 -1.8863  0.215
14 H -0.1172 -0.2241 2.8668  0.238
15 H 1.2910 -0.6889 -2.0949  0.244
16 H 1.2899 1.1860 -1.8673  0.252

Values from the calculation:
relative energy (zero: lowest compared OMol25 entry of this formula, charge and spin)	46.64	kcal/mol
HOMO (spin up / spin down)	-8.48 / -8.48	eV
multiplicity	1